C36H98N6O14 | ωB97M-V/def2-TZVPD

Last column: Mulliken charge in e.
Geometry (Å):
C: 2.43 1.44 5.92  -0.543
O: 1.34 0.56 6.05  -0.510
C: 0.84 0.28 4.75  0.751
C: -0.43 -0.57 4.78  0.545
C: -0.31 -1.82 5.62  -1.809
N: -0.80 -0.86 3.40  0.410
H: 2.06 2.41 5.56  0.144
H: 3.22 1.12 5.24  0.210
H: 2.81 1.62 6.93  0.373
H: 0.62 1.22 4.24  -1.021
H: 1.65 -0.25 4.23  0.446
H: -1.17 0.11 5.24  0.290
H: -1.28 -2.34 5.64  0.446
H: -0.08 -1.53 6.64  0.428
H: 0.38 -2.55 5.19  0.319
H: -1.72 -1.31 3.48  0.378
H: -1.04 0.01 2.92  -0.904
C: 0.42 -5.07 -5.01  -1.064
O: 0.99 -4.34 -3.95  -0.232
C: 2.21 -4.87 -3.48  -1.149
C: 2.82 -3.95 -2.43  1.294
C: 3.13 -2.57 -2.97  -1.100
N: 4.01 -4.57 -1.83  -0.787
H: 1.13 -5.06 -5.85  0.280
H: -0.50 -4.63 -5.38  0.252
H: 0.33 -6.12 -4.73  0.399
H: 1.98 -5.84 -3.00  0.447
H: 2.92 -5.07 -4.28  0.296
H: 2.07 -3.80 -1.64  -0.339
H: 2.24 -1.99 -3.18  -0.007
H: 3.68 -2.62 -3.92  0.305
H: 3.72 -2.01 -2.25  0.403
H: 3.67 -5.43 -1.39  0.313
H: 4.24 -4.04 -0.99  0.350
C: -4.31 3.72 -0.65  -1.033
O: -3.66 2.62 -0.06  -0.023
C: -4.23 2.15 1.13  -1.022
C: -3.26 1.20 1.81  -1.029
N: -1.91 1.76 2.04  1.042
C: -1.91 2.71 3.14  -1.144
C: -0.66 3.58 3.15  0.156
O: -0.68 4.29 1.91  -0.432
C: 0.52 4.97 1.66  -0.225
H: -4.23 4.57 0.03  0.372
H: -5.37 3.51 -0.85  0.352
H: -3.73 4.04 -1.52  0.216
H: -5.22 1.72 0.98  0.538
H: -4.44 3.00 1.80  0.454
H: -3.09 0.28 1.24  0.188
H: -3.65 0.80 2.75  0.486
H: -1.68 2.30 1.20  0.143
H: -1.96 2.15 4.08  0.220
H: -2.77 3.39 3.11  0.493
H: 0.27 3.01 3.17  -0.462
H: -0.76 4.28 3.98  0.532
H: 0.44 5.51 0.72  0.340
H: 1.38 4.29 1.66  -0.379
H: 0.76 5.65 2.50  0.311
C: 2.03 1.10 1.84  -0.228
O: 2.78 2.02 2.61  -0.159
C: 3.31 3.07 1.83  -0.256
C: 3.92 4.08 2.76  -0.586
N: 5.23 3.68 3.31  -0.355
C: 5.62 4.52 4.43  -0.904
C: 5.08 4.05 5.80  -0.487
O: 5.24 2.68 6.05  -0.251
C: 6.59 2.27 6.13  -0.803
H: 1.17 1.58 1.36  -0.044
H: 1.71 0.26 2.45  -0.380
H: 2.64 0.68 1.04  0.529
H: 2.54 3.60 1.24  -0.018
H: 3.91 2.67 1.01  0.328
H: 3.22 4.33 3.58  0.286
H: 4.09 5.06 2.30  0.476
H: 5.19 2.72 3.61  0.325
H: 5.46 5.56 4.17  0.430
H: 6.70 4.40 4.54  0.378
H: 3.99 4.18 5.85  0.271
H: 5.44 4.68 6.63  0.434
H: 7.26 2.89 6.73  0.305
H: 7.02 2.17 5.12  0.317
H: 6.66 1.28 6.58  0.259
C: -1.82 -5.68 -1.84  -0.426
O: -3.11 -5.13 -1.87  -0.153
C: -3.82 -5.45 -3.04  -0.640
C: -5.14 -4.67 -3.06  -0.735
N: -4.93 -3.39 -3.72  -0.283
C: -6.02 -2.44 -3.49  -0.667
C: -5.51 -1.02 -3.64  -0.829
O: -4.51 -0.76 -2.69  0.207
C: -4.06 0.58 -2.62  -0.676
H: -1.27 -5.46 -2.76  0.064
H: -1.88 -6.78 -1.86  0.432
H: -1.25 -5.33 -0.98  0.040
H: -4.07 -6.51 -3.00  0.538
H: -3.23 -5.21 -3.94  0.222
H: -5.38 -4.57 -1.99  0.197
H: -5.93 -5.28 -3.51  0.527
H: -4.08 -2.97 -3.36  0.156
H: -6.42 -2.50 -2.47  0.332
H: -6.80 -2.54 -4.24  0.356
H: -6.39 -0.38 -3.46  0.378
H: -5.20 -0.80 -4.67  0.375
H: -3.20 0.52 -1.95  -0.006
H: -4.82 1.25 -2.22  0.284
H: -3.76 1.03 -3.58  0.412
C: -0.83 -0.63 -5.98  -0.834
O: -0.10 -0.11 -4.91  -0.028
C: -0.18 1.30 -4.87  -0.931
C: 0.29 1.93 -3.57  0.288
N: 1.66 1.45 -3.25  -0.226
C: 2.19 2.10 -2.06  0.141
C: 2.85 3.43 -2.41  -0.778
O: 3.46 3.89 -1.21  -0.075
C: 4.43 4.88 -1.42  -0.874
H: -1.91 -0.54 -5.85  0.324
H: -0.65 -1.70 -6.05  0.078
H: -0.63 -0.13 -6.94  0.355
H: -1.22 1.58 -5.10  0.462
H: 0.40 1.72 -5.70  0.360
H: -0.36 1.57 -2.76  -0.364
H: 0.28 3.01 -3.66  0.487
H: 1.46 0.47 -3.03  -0.030
H: 2.98 1.40 -1.78  0.206
H: 1.51 2.19 -1.21  -0.163
H: 2.18 4.19 -2.83  0.311
H: 3.61 3.26 -3.18  0.354
H: 4.07 5.76 -1.97  0.338
H: 5.33 4.46 -1.88  0.351
H: 4.74 5.23 -0.43  0.164
C: -0.31 -0.20 -0.11  2.532
O: 0.73 -0.47 -1.04  0.384
H: -1.06 0.47 -0.57  0.095
H: -0.85 -1.10 0.18  -0.336
H: 0.14 0.30 0.75  -1.873
H: 0.44 -1.27 -1.52  -0.287
C: -3.88 -2.54 0.06  1.259
O: -4.66 -2.34 1.23  -0.602
H: -4.47 -3.10 -0.68  -0.286
H: -3.53 -1.59 -0.34  -0.617
H: -3.00 -3.14 0.28  -0.144
H: -5.53 -2.03 0.97  0.356
C: -1.63 -2.43 -2.85  -0.156
O: -0.39 -2.75 -2.22  0.570
H: -1.40 -1.74 -3.67  0.446
H: -2.14 -3.33 -3.21  -0.011
H: -2.19 -1.90 -2.09  -0.469
H: 0.16 -3.30 -2.83  -0.235
C: -0.12 -3.51 1.54  -0.162
O: 0.98 -2.73 1.95  -0.654
H: -0.28 -3.31 0.47  -0.260
H: 0.13 -4.57 1.62  0.473
H: -1.02 -3.26 2.10  0.169
H: 0.72 -1.96 2.49  0.209

## Properties
- orbital gap (eV) = 9.1
- E_HOMO (eV) = -8.51
- SMILES = COC[C@H](C)N.COC[C@H](C)N.COCCNCCOC.COCCNCCOC.COCCNCCOC.COCCNCCOC.CO.CO.CO.CO
- charge = 0


C36H98N8O10 | ωB97M-V/def2-TZVPD

Last column: Mulliken charge in e.
Geometry (Å):
C: -1.26 -8.63 21.25  -0.822
O: -1.30 -9.13 19.91  -0.124
C: -1.59 -10.53 19.88  -0.619
C: -0.50 -11.39 20.46  0.409
C: 0.80 -11.26 19.70  -0.610
N: -0.99 -12.78 20.54  -0.781
H: -0.36 -8.92 21.79  0.176
H: -2.14 -8.97 21.80  0.315
H: -1.35 -7.55 21.16  0.081
H: -2.52 -10.71 20.44  0.153
H: -1.80 -10.78 18.84  0.341
H: -0.35 -11.11 21.50  0.212
H: 1.19 -10.24 19.66  -0.237
H: 0.71 -11.54 18.64  0.201
H: 1.60 -11.89 20.10  0.461
H: -0.20 -13.35 20.84  0.314
H: -1.18 -13.13 19.60  0.309
C: 4.83 -6.59 17.75  -0.714
O: 4.21 -6.59 16.47  0.103
C: 4.92 -5.87 15.49  -0.778
C: 4.83 -4.36 15.67  0.675
C: 3.39 -3.86 15.74  -1.067
N: 5.49 -3.66 14.56  -0.760
H: 4.13 -7.08 18.44  -0.062
H: 5.01 -5.56 18.07  0.349
H: 5.75 -7.18 17.75  0.305
H: 5.97 -6.21 15.45  0.459
H: 4.45 -6.07 14.53  0.105
H: 5.28 -4.04 16.63  0.218
H: 2.82 -4.00 14.83  0.036
H: 3.43 -2.78 15.95  0.470
H: 2.87 -4.31 16.60  0.143
H: 6.47 -3.94 14.47  0.252
H: 5.60 -2.67 14.79  0.268
C: -4.22 -9.29 17.64  -0.134
O: -5.44 -9.79 18.13  -0.454
C: -5.29 -10.97 18.84  -0.348
C: -6.63 -11.66 18.97  0.331
C: -7.62 -10.79 19.73  -1.460
N: -6.53 -12.98 19.65  -0.741
H: -3.53 -8.97 18.43  -0.054
H: -4.41 -8.45 16.98  0.349
H: -3.70 -10.03 17.01  0.190
H: -4.58 -11.64 18.34  0.331
H: -4.91 -10.73 19.85  0.095
H: -7.02 -11.76 17.95  0.287
H: -7.24 -10.55 20.73  0.320
H: -8.59 -11.25 19.92  0.399
H: -7.73 -9.84 19.19  0.359
H: -5.58 -13.35 19.58  0.288
H: -6.50 -12.75 20.65  0.314
C: 4.31 -11.25 11.89  -0.699
O: 3.99 -11.22 13.26  -0.256
C: 4.73 -10.28 13.99  -0.814
C: 4.45 -10.44 15.48  0.716
C: 2.98 -10.25 15.83  -0.733
N: 5.25 -9.51 16.29  -0.405
H: 5.38 -11.27 11.67  0.325
H: 3.87 -10.36 11.43  0.225
H: 3.83 -12.15 11.52  0.240
H: 5.82 -10.38 13.87  0.435
H: 4.46 -9.25 13.66  0.244
H: 4.71 -11.48 15.74  0.283
H: 2.72 -9.18 15.79  -0.092
H: 2.72 -10.57 16.84  -0.132
H: 2.32 -10.76 15.14  0.498
H: 4.79 -8.58 16.23  -0.303
H: 6.16 -9.35 15.87  0.277
C: 2.89 -8.38 21.00  -0.318
O: 3.35 -9.69 20.84  -0.430
C: 4.39 -9.78 19.89  0.277
C: 4.87 -11.21 19.71  0.601
C: 5.39 -11.76 21.03  -1.597
N: 5.95 -11.24 18.71  -0.745
H: 2.29 -8.07 20.14  -0.098
H: 3.66 -7.66 21.29  0.350
H: 2.21 -8.38 21.87  0.206
H: 4.01 -9.43 18.92  -0.346
H: 5.22 -9.13 20.22  0.439
H: 4.03 -11.79 19.32  0.130
H: 6.15 -11.11 21.44  0.354
H: 5.84 -12.73 20.82  0.446
H: 4.57 -11.91 21.74  0.292
H: 6.73 -10.72 19.11  0.339
H: 5.67 -10.68 17.89  0.281
C: -0.75 -5.76 14.62  -0.417
O: 0.54 -5.33 14.24  0.155
C: 0.63 -4.93 12.89  -1.108
C: 0.60 -6.11 11.93  0.715
C: 1.79 -7.03 12.18  -1.158
N: 0.61 -5.69 10.53  -0.775
H: -1.50 -5.06 14.26  0.416
H: -0.75 -5.74 15.71  -0.216
H: -0.90 -6.81 14.34  0.148
H: -0.18 -4.21 12.66  0.435
H: 1.56 -4.37 12.72  0.214
H: -0.32 -6.68 12.08  0.137
H: 1.74 -7.45 13.19  0.039
H: 2.71 -6.45 12.12  0.353
H: 1.73 -7.89 11.53  0.475
H: 1.48 -5.21 10.31  0.291
H: -0.13 -5.01 10.38  0.275
C: -1.45 -10.84 14.20  -0.699
O: -0.76 -11.22 13.02  -0.262
C: -1.54 -11.00 11.86  -0.609
C: -0.84 -11.66 10.65  0.525
C: 0.68 -11.53 10.67  -1.113
N: -1.31 -11.09 9.38  -0.743
H: -2.46 -11.28 14.21  0.437
H: -1.52 -9.76 14.38  0.194
H: -0.83 -11.22 15.01  0.193
H: -2.48 -11.54 11.97  0.289
H: -1.67 -9.92 11.69  0.238
H: -1.08 -12.72 10.68  0.242
H: 1.09 -12.21 11.42  0.358
H: 1.05 -10.51 10.82  -0.003
H: 1.04 -11.86 9.70  0.456
H: -0.83 -10.21 9.22  0.264
H: -2.29 -10.84 9.36  0.255
C: -1.17 -0.05 22.66  -0.776
O: -1.01 -0.93 21.58  -0.273
C: 0.27 -1.50 21.58  -0.657
C: 0.44 -2.36 20.35  -0.659
N: -0.36 -3.55 20.40  -0.352
C: -0.44 -4.23 19.11  -0.659
C: -1.71 -5.06 19.08  0.377
O: -2.75 -4.11 19.16  -0.396
C: -4.01 -4.69 18.92  -0.736
H: -2.21 0.29 22.69  0.247
H: -0.54 0.85 22.57  0.294
H: -1.04 -0.54 23.63  0.315
H: 0.50 -2.10 22.47  0.353
H: 1.02 -0.70 21.50  0.438
H: 1.50 -2.62 20.27  0.340
H: 0.25 -1.76 19.44  0.371
H: -1.31 -3.29 20.67  0.339
H: 0.45 -4.85 18.92  0.263
H: -0.40 -3.51 18.27  0.309
H: -1.73 -5.84 19.86  -0.317
H: -1.76 -5.62 18.13  0.340
H: -4.02 -5.17 17.93  0.261
H: -4.73 -3.87 18.88  0.282
H: -4.29 -5.43 19.68  0.300
C: 0.60 -7.31 17.35  1.718
C: 0.27 -8.72 16.90  1.189
O: -1.11 -8.96 17.11  -0.127
H: 1.66 -7.05 17.21  -0.359
H: 0.34 -7.18 18.40  0.057
H: 0.07 -6.62 16.69  -1.393
H: 0.84 -9.46 17.48  -1.157
H: 0.55 -8.90 15.86  0.280
H: -1.33 -8.90 18.06  -0.056

## Properties
- orbital gap (eV) = 9.3
- E_HOMO (eV) = -8.78
- SMILES = COC[C@H](C)N.COC[C@H](C)N.COC[C@H](C)N.COC[C@H](C)N.COC[C@H](C)N.COC[C@H](C)N.COC[C@H](C)N.COCCNCCOC.CCO
- charge = 0


C36H98O13 | ωB97M-V/def2-TZVPD

Last column: Mulliken charge in e.
Geometry (Å):
C: 14.10 -12.44 -2.02  -1.063
C: 14.95 -12.58 -3.27  0.413
O: 14.31 -11.94 -4.32  -0.413
H: 13.02 -12.58 -2.07  0.401
H: 14.33 -11.56 -1.42  0.244
H: 14.65 -13.19 -1.46  0.305
H: 15.30 -13.57 -3.54  0.442
H: 15.93 -12.11 -3.19  -0.611
H: 13.56 -12.54 -4.43  0.307
C: 23.98 -13.70 0.07  -1.224
C: 24.12 -12.24 -0.59  0.359
O: 25.26 -12.03 -1.37  -0.637
H: 23.07 -13.86 0.64  0.306
H: 24.72 -13.90 0.85  0.343
H: 24.15 -14.36 -0.78  0.303
H: 24.09 -11.43 0.14  0.215
H: 23.24 -12.03 -1.20  -0.098
H: 25.09 -11.19 -1.80  0.416
C: 16.30 -10.16 -9.15  -1.302
C: 16.32 -9.61 -7.72  0.204
O: 15.67 -10.52 -6.86  -0.180
H: 15.30 -10.47 -9.43  0.371
H: 17.01 -10.97 -9.27  -0.011
H: 16.59 -9.38 -9.85  0.519
H: 15.79 -8.66 -7.75  0.444
H: 17.38 -9.63 -7.45  -0.131
H: 14.77 -10.20 -6.78  0.211
C: 16.27 -8.95 -2.98  -1.461
C: 16.57 -7.59 -3.68  0.759
C: 18.07 -7.16 -3.51  -0.816
O: 16.29 -7.83 -5.06  -0.515
H: 16.36 -8.87 -1.90  0.505
H: 16.97 -9.72 -3.32  0.003
H: 15.28 -9.38 -3.13  0.459
H: 15.91 -6.84 -3.25  0.228
H: 18.74 -7.87 -3.97  -0.192
H: 18.47 -7.06 -2.50  0.391
H: 18.29 -6.25 -4.07  0.431
H: 15.95 -8.71 -5.22  0.221
C: 14.65 -15.47 -8.21  -1.578
C: 15.42 -14.48 -7.41  0.779
C: 16.35 -13.59 -8.18  -0.741
O: 14.49 -13.71 -6.72  -0.524
H: 13.84 -14.94 -8.73  0.363
H: 14.20 -16.14 -7.48  0.373
H: 15.25 -16.03 -8.92  0.371
H: 16.02 -14.97 -6.65  0.192
H: 17.10 -14.27 -8.59  0.292
H: 16.84 -12.89 -7.50  -0.042
H: 15.92 -13.18 -9.10  0.299
H: 14.97 -12.95 -6.38  0.188
C: 20.27 -14.63 -7.74  -1.296
C: 20.96 -13.41 -8.31  0.769
C: 19.96 -12.49 -9.03  -1.346
O: 21.69 -12.76 -7.36  -0.238
H: 21.02 -15.30 -7.31  0.221
H: 19.72 -15.16 -8.51  0.466
H: 19.61 -14.39 -6.90  0.021
H: 21.59 -13.87 -9.08  0.094
H: 20.39 -11.75 -9.70  0.464
H: 19.21 -12.03 -8.38  0.037
H: 19.39 -13.10 -9.74  0.556
H: 22.32 -13.34 -6.93  -0.131
C: 18.96 -11.59 -4.89  -0.350
C: 20.38 -11.09 -4.65  0.888
C: 21.34 -12.17 -4.07  -0.799
O: 20.97 -10.57 -5.81  2.492
H: 18.48 -11.82 -3.94  -0.206
H: 18.89 -12.50 -5.49  -0.590
H: 18.33 -10.87 -5.41  -0.095
H: 20.32 -10.22 -4.00  0.075
H: 21.15 -13.14 -4.52  0.282
H: 21.00 -12.32 -3.05  0.387
H: 22.40 -11.90 -4.09  -0.550
H: 21.31 -11.35 -6.25  -1.015
C: 25.98 -9.64 -6.46  -1.435
C: 24.58 -9.32 -6.95  0.866
C: 24.01 -10.25 -7.99  -1.390
O: 23.77 -9.50 -5.78  0.084
H: 26.25 -10.69 -6.36  0.202
H: 26.21 -9.16 -5.51  0.302
H: 26.72 -9.36 -7.22  0.468
H: 24.46 -8.31 -7.34  0.277
H: 24.56 -10.09 -8.91  0.535
H: 22.98 -9.99 -8.23  0.382
H: 24.01 -11.31 -7.71  0.058
H: 22.96 -9.82 -6.19  -0.383
C: 24.52 -13.23 -5.17  -0.656
C: 24.63 -14.34 -6.25  0.492
C: 25.68 -15.37 -5.81  -1.424
O: 23.33 -14.85 -6.40  -0.539
H: 25.52 -12.85 -4.99  0.501
H: 24.10 -13.69 -4.28  0.349
H: 23.92 -12.34 -5.40  -0.462
H: 24.90 -13.90 -7.20  0.249
H: 26.68 -14.92 -5.81  0.369
H: 25.57 -16.29 -6.38  0.399
H: 25.48 -15.60 -4.77  0.345
H: 23.35 -15.48 -7.13  0.342
C: 20.83 -6.58 -6.39  -0.913
C: 19.66 -7.25 -7.10  1.769
C: 19.25 -6.50 -8.37  -1.645
O: 20.14 -8.51 -7.54  -0.501
H: 21.69 -6.45 -7.04  0.333
H: 21.09 -7.23 -5.56  -0.197
H: 20.50 -5.60 -6.03  0.501
H: 18.84 -7.26 -6.38  -0.488
H: 18.39 -7.00 -8.81  0.300
H: 20.04 -6.47 -9.13  0.342
H: 18.96 -5.50 -8.05  0.413
H: 20.24 -9.06 -6.76  -0.111
C: 20.03 -8.08 0.50  -0.776
C: 19.46 -9.48 0.83  0.376
C: 20.10 -10.73 0.27  -0.083
O: 19.54 -9.52 2.20  -0.606
H: 21.01 -7.87 0.92  0.279
H: 19.25 -7.37 0.76  0.356
H: 20.10 -7.80 -0.55  -0.117
H: 18.40 -9.64 0.66  0.110
H: 20.32 -10.69 -0.80  -0.384
H: 19.50 -11.62 0.43  0.219
H: 21.05 -10.99 0.75  0.362
H: 20.43 -9.58 2.54  0.378
C: 17.82 -13.15 -1.50  -0.542
C: 17.63 -14.32 -0.51  0.518
C: 18.73 -15.33 -0.62  -1.589
O: 17.51 -13.87 0.82  -0.594
H: 17.02 -12.42 -1.38  0.264
H: 17.83 -13.48 -2.54  0.461
H: 18.76 -12.62 -1.35  -0.124
H: 16.69 -14.80 -0.78  0.222
H: 18.46 -16.31 -0.23  0.389
H: 19.70 -14.99 -0.25  0.317
H: 18.86 -15.66 -1.65  0.359
H: 17.01 -13.06 0.70  0.361
C: 23.74 -8.34 -0.97  -1.928
C: 23.02 -9.03 -2.14  2.219
C: 22.38 -8.07 -3.11  -0.940
O: 23.94 -9.89 -2.81  -0.270
H: 24.24 -9.07 -0.32  0.309
H: 23.14 -7.72 -0.30  0.264
H: 24.49 -7.60 -1.23  0.430
H: 22.32 -9.65 -1.57  -0.879
H: 21.66 -8.55 -3.78  -0.408
H: 23.04 -7.56 -3.81  0.491
H: 21.73 -7.42 -2.53  0.534
H: 24.09 -9.62 -3.72  0.034

## Properties
- orbital gap (eV) = 9.9
- E_HOMO (eV) = -9.52
- charge = 0


Computed values of DFT total energy (unit: eV) for the preceding records, in sequence: -76518.99391; -71312.08124; -65535.90247.
Computed values of F_max (unit: eV/A) for the preceding records, in sequence: 2.0; 1.3; 2.9.
Computed values of E_LUMO (unit: eV) for the preceding records, in sequence: 0.6; 0.5; 0.4.